Computed, not measured: C24H46BGaNO10S4 as an isolated structure, with ωB97M-V/def2-TZVPD.

Geometry as XYZ:
```
87
Properties=species:S:1:pos:R:3:forces:R:3
Ga 3.420 2.091 0.018 -0.1464 0.1854 0.0730
S -1.581 4.276 -1.153 -0.3458 0.5589 -0.1240
S -1.107 -4.297 0.167 -0.2652 0.4730 -0.2160
S 2.407 -7.207 -2.836 0.1119 0.1500 0.3269
S -4.091 5.001 2.484 0.3806 -0.0232 0.2075
O 1.573 -8.301 -3.274 -0.0453 0.0669 -0.1425
O 0.335 -4.352 0.145 0.0073 -0.2535 0.2438
O 4.228 -0.723 1.255 0.5273 0.3493 0.6192
O -2.577 3.353 -0.667 0.1160 -0.0860 0.1182
O -4.929 3.906 2.071 -0.1902 0.1708 -0.1245
O -4.138 6.286 1.823 -0.2455 -0.0903 -0.1674
O -1.850 -4.318 1.402 0.2568 -0.1840 0.1630
O 1.396 0.327 -1.336 -0.2075 0.0906 -0.2726
O -0.189 4.132 -0.836 0.0426 -0.0338 0.1490
O 2.411 -5.943 -3.524 -0.1876 -0.1141 -0.2406
N 6.120 0.619 0.497 -0.5795 -0.7025 0.4137
C -1.798 6.747 -2.005 0.0893 -0.0432 -0.0518
C -3.264 4.329 4.880 0.0541 -0.0405 -0.0857
C 2.543 2.891 1.709 0.1630 -0.1035 -0.0912
C -2.390 4.433 2.571 0.2961 -0.0941 0.2311
C 2.066 1.622 -1.462 0.3067 0.4686 0.2297
C -1.637 -2.906 -0.820 -0.0288 0.1740 -0.3567
C 2.127 -6.938 -1.091 0.1418 -0.0382 0.3060
C 0.174 -0.982 1.793 0.6293 -0.5551 -0.2128
C -1.763 -3.472 -2.230 0.0564 -0.1487 0.0355
C -1.751 4.456 -2.933 -0.1252 0.1384 -0.3891
C 0.616 0.212 -0.232 0.6987 -0.0436 -0.4378
C 0.909 -0.806 0.644 0.6078 -0.8134 0.0558
C -4.306 5.245 4.245 0.0407 -0.0747 0.3588
C 3.124 -7.862 -0.401 0.0538 -0.0900 -0.0872
C -2.445 -4.839 -2.077 -0.0137 0.0724 -0.0587
C -2.281 5.875 -3.171 -0.0340 0.0308 0.0389
C -0.452 1.043 0.044 -0.1614 0.8922 -1.2811
C 4.096 -7.804 -2.673 0.3667 -0.1133 0.1588
C -2.081 5.945 -0.739 -0.1171 0.2851 -0.2217
C -1.988 4.506 4.048 -0.0287 0.0484 0.0850
C -1.210 0.860 1.166 -0.1777 0.2437 -0.0421
C 4.437 -7.716 -1.180 -0.0214 0.0378 0.0571
C -1.743 -5.575 -0.930 -0.2157 -0.1672 -0.2769
C -0.872 -0.144 2.037 -1.3158 -0.1028 1.7190
B 4.660 0.493 0.642 0.2579 -0.1774 -0.4644
H -0.725 6.927 -2.100 -0.0054 0.0044 0.0322
H -0.718 1.837 -0.649 0.2737 -0.3882 0.2108
H 5.161 -8.481 -0.899 0.0038 0.0079 -0.0202
H -2.358 3.414 2.197 -0.0901 0.0243 -0.1090
H -2.425 -6.214 -0.374 0.1107 0.0090 0.1282
H -1.520 6.292 0.125 0.0250 -0.1153 0.0222
H 6.401 0.506 -0.470 0.2472 0.5363 0.0594
H -2.056 1.510 1.335 -0.1252 -0.0408 0.0724
H -1.241 3.750 4.285 0.0124 0.0075 -0.0594
H -4.097 6.293 4.463 -0.0103 0.0093 -0.0672
H -3.147 5.927 -0.512 0.0222 -0.0236 0.0760
H -2.437 3.698 -3.302 0.0842 -0.1144 0.1025
H 2.887 2.322 2.582 -0.1682 0.0468 0.0507
H 2.888 3.921 1.839 -0.0752 0.0011 -0.0067
H 2.603 1.621 -2.415 -0.1182 -0.3608 -0.0345
H 4.750 -7.183 -3.281 -0.1222 0.0096 -0.1065
H 4.056 -0.600 2.195 -0.3750 -0.0599 -0.1001
H -3.374 5.863 -3.187 0.0089 -0.0060 0.0297
H 4.884 -6.745 -0.961 -0.0345 0.0060 -0.0057
H 1.092 -7.162 -0.847 -0.0326 0.0527 -0.1218
H -1.547 5.482 4.263 -0.0129 -0.0042 0.0001
H -3.500 -4.693 -1.829 0.0161 0.0073 0.0292
H 4.394 3.236 -0.602 -0.0675 0.0818 -0.1743
H -2.302 7.713 -1.985 0.0030 -0.0055 0.0143
H 1.722 -1.490 0.436 0.1444 0.2122 -0.1322
H 2.342 -5.892 -0.875 -0.1067 0.0288 -0.0542
H -3.600 3.290 4.826 -0.0293 0.0171 0.0070
H 6.580 -0.077 1.084 0.1505 -0.2073 -0.4169
H -1.944 6.263 -4.132 0.0005 -0.0206 0.0007
H -0.908 -2.101 -0.736 0.0204 -0.0475 0.1756
H -5.329 5.001 4.525 -0.0433 0.0318 -0.1576
H -1.472 -0.274 2.935 0.0689 -0.0419 -0.0226
H 2.775 -8.896 -0.454 -0.0222 0.0153 0.0134
H 1.323 2.417 -1.540 -0.1938 -0.0340 -0.0505
H -1.767 5.071 1.952 -0.0692 -0.0420 -0.0966
H -2.403 -5.419 -2.998 0.0090 -0.0146 0.0206
H 4.121 -8.832 -3.031 -0.1205 0.0216 -0.0450
H 0.473 -1.788 2.449 -0.2727 0.0292 0.2050
H -0.771 -3.602 -2.670 0.0008 0.0459 0.0101
H -0.766 4.315 -3.376 0.0425 -0.0629 0.1347
H 3.245 -7.601 0.650 -0.0216 0.0191 -0.0103
H 1.448 2.884 1.687 0.0337 -0.0334 0.0147
H -2.603 -2.579 -0.436 0.0344 -0.0186 0.0918
H -0.898 -6.160 -1.289 0.0480 0.0645 0.0359
H -2.333 -2.806 -2.876 0.0201 0.0160 0.0115
H -3.102 4.576 5.929 -0.0159 -0.0069 -0.0025
```
Forces are in eV/Å.

Properties
Net charge: -1
Spin multiplicity: 1
HOMO-LUMO gap: 5.906 eV
Molecular weight: 717.4 Da
HOMO level: -3.75 eV

Results of the Mulliken charge analysis, in e, for atoms 1 through 4: 0.2052, 1.4907, 1.2053, 1.2162

=====

Computed, not measured: a 3-piece molecular cluster, C24H46BrN3O5 overall, with ωB97M-V/def2-TZVPD.

Geometry as XYZ:
```
79
Properties=species:S:1:pos:R:3:forces:R:3
Br -1.123 -1.993 0.571 -0.0187 -0.0878 -0.0538
O -3.909 0.266 0.462 -0.1601 -0.3749 0.1526
O -0.345 -2.177 4.856 -0.2707 0.0522 -0.0452
O -1.488 -1.170 3.218 0.1558 0.1376 0.0680
O 1.897 -1.141 0.680 -0.2700 0.0371 0.6618
O 6.497 -1.320 -2.105 -0.2109 0.2483 0.3604
N 5.654 -0.345 -2.067 0.4290 -0.5630 -0.9550
N -5.132 -0.003 0.768 0.4362 1.1194 -0.2734
N 2.332 -1.271 2.942 0.4628 0.5519 -1.1083
C -0.871 -2.242 3.788 0.3807 -0.2110 0.3134
C 7.696 0.991 -2.277 0.1474 -0.0799 -0.0131
C -7.350 -0.660 -0.218 0.0194 -0.0141 0.1210
C 3.198 0.192 -1.981 0.0968 0.1882 -0.0274
C 0.376 -0.001 2.149 0.1063 0.0456 0.1933
C -1.001 -0.663 1.997 -0.2970 0.1954 -0.1986
C 1.605 -0.840 1.822 -0.0443 -0.2133 -0.2092
C 3.979 -2.132 -1.914 0.1301 -0.2000 -0.0414
C -5.994 2.072 1.828 0.0338 0.2220 -0.2131
C -5.558 0.620 2.063 -0.2916 -0.3771 0.5419
C 3.414 -2.178 2.547 0.1531 -0.1558 0.5302
C -6.692 -0.202 2.723 0.0032 -0.0941 -0.1248
C -5.351 -0.452 -1.630 0.1534 0.0602 -0.0981
C 4.253 -0.817 -4.029 0.1534 0.0897 -0.2666
C 4.693 0.498 -4.671 0.0094 0.0177 0.1090
C 6.215 0.924 -2.630 -0.0418 0.6208 0.3373
C 4.282 -0.761 -2.503 -0.5874 0.0860 0.3921
C 6.068 0.927 -4.158 -0.0451 -0.1824 -0.2328
C 5.526 2.160 -2.003 -0.0838 -0.0954 0.0826
C -6.920 2.279 0.630 0.0074 -0.1010 0.0381
C -6.048 0.131 -0.409 -0.4068 -0.5353 -0.2085
C -4.368 0.611 3.015 0.1340 -0.0029 -0.0066
C 2.834 -0.135 3.748 -0.1696 -0.2188 0.5779
C -6.355 1.612 -0.622 0.0144 0.2839 0.1109
H -3.971 -0.397 3.145 -0.0375 0.0119 0.0057
H -6.493 -0.339 3.785 0.0309 0.1050 0.0184
H -5.098 2.684 1.682 0.0425 -0.0719 -0.0347
H 3.008 -3.040 2.024 0.0159 0.0923 -0.0729
H -7.666 0.281 2.635 0.0003 -0.0070 -0.0539
H 6.821 0.255 -4.580 -0.0040 -0.0532 0.0782
H 3.253 0.278 -0.897 -0.0157 -0.0412 0.0207
H 0.388 0.902 1.536 0.0358 -0.1409 -0.1135
H 3.952 1.281 -4.491 -0.0069 -0.0084 0.0534
H 6.307 1.931 -4.517 0.0427 0.0169 0.0014
H -7.135 -1.708 -0.007 0.0123 -0.0083 -0.0144
H 4.743 0.374 -5.755 -0.0101 0.0301 -0.0127
H -6.034 -0.411 -2.479 -0.0478 -0.0097 0.0089
H 7.846 0.909 -1.200 -0.0239 0.0147 0.0065
H 4.163 -1.679 1.921 -0.1244 -0.0658 -0.0655
H -6.474 2.432 2.740 0.0250 0.0037 0.0403
H -1.733 0.087 1.701 0.0326 -0.1622 0.0352
H -5.076 -1.494 -1.459 0.0092 0.0018 0.0217
H 4.655 -2.894 -2.295 0.0369 0.0472 0.0089
H 4.825 2.641 -2.686 -0.0353 -0.0437 0.0029
H -7.923 1.901 0.847 0.0112 -0.0505 -0.0050
H -0.951 -3.173 3.214 0.0138 0.0794 -0.2068
H 6.268 2.906 -1.722 0.0591 -0.0074 -0.0967
H 4.049 -2.112 -0.827 -0.0137 0.0252 0.0032
H 2.461 0.822 3.387 0.0410 -0.0515 -0.0299
H -7.034 3.349 0.451 -0.0303 0.0091 0.0155
H -5.435 2.127 -0.918 0.0518 -0.0830 0.0254
H 2.959 -2.410 -2.179 -0.0419 0.0401 0.0145
H 4.915 -1.620 -4.369 0.0366 -0.0048 0.0935
H -6.768 -1.196 2.289 0.0360 -0.0126 0.0177
H -7.053 1.708 -1.456 -0.0164 -0.0213 -0.0151
H 2.219 -0.218 -2.226 0.0134 -0.0937 0.0231
H -7.925 -0.613 -1.143 0.0506 0.0082 -0.0498
H 0.420 0.300 3.198 -0.1012 0.0950 -0.0988
H 8.086 1.954 -2.610 -0.0201 0.0369 -0.0003
H 4.985 1.896 -1.096 0.0302 -0.0098 0.0168
H 3.909 -2.527 3.458 -0.0797 0.0115 -0.0784
H 3.243 1.189 -2.409 0.0325 -0.0194 -0.0386
H -4.451 0.100 -1.888 0.0093 -0.0082 0.0540
H -3.563 1.255 2.667 -0.0086 -0.0227 -0.0416
H 3.926 -0.104 3.702 -0.1076 -0.0061 -0.0932
H 8.268 0.205 -2.763 -0.0443 -0.0490 0.0487
H 2.544 -0.236 4.796 0.0118 -0.0449 -0.0475
H -4.700 0.980 3.986 -0.0284 -0.0048 0.0199
H 3.244 -1.081 -4.349 -0.0287 0.0026 0.0156
H -7.988 -0.278 0.573 0.0162 0.0211 0.0046
```
Forces are in eV/Å.

Properties
Net charge: 0
Spin multiplicity: 3
HOMO-LUMO gap (alpha / beta): 8.555 / 9.369 eV
Molecular weight: 536.6 Da
HOMO level (alpha / beta): -7.95 / -9.06 eV

Results of the Mulliken charge analysis, in e, for atoms 1 through 4: -0.1000, -0.5800, -0.4681, -0.2464

=====

Computed, not measured: C24H46Cl2MgN3O7SSi as an isolated structure, with ωB97M-V/def2-TZVPD.

Geometry as XYZ:
```
85
Properties=species:S:1:pos:R:3:forces:R:3
Cl 0.991 -0.831 1.644 0.0020 -0.0509 0.2630
Cl 0.423 -2.086 5.061 0.1069 0.1385 0.2964
S 2.328 1.335 4.087 0.7104 -1.1131 0.5346
Si -0.839 0.125 -2.846 0.3559 -0.2310 0.2509
Mg -0.518 -0.250 3.538 0.8996 -0.2321 0.1588
O -1.857 0.303 5.038 -0.0788 0.2838 1.8601
O 0.193 -0.615 -3.920 0.2293 -0.2033 -0.5067
O 2.778 1.355 5.783 0.0965 0.1679 -0.6093
O -1.437 1.225 2.450 0.4697 1.4542 -0.9655
O -1.979 -1.611 2.879 -0.2188 -1.0184 -0.1931
O 0.863 1.087 4.308 -0.1174 0.6524 -0.0228
O 2.600 2.694 3.608 -0.4207 0.3409 0.1407
N -1.216 -3.732 2.414 -0.2967 0.3012 -0.3147
N -2.425 0.768 7.207 -0.3878 0.1419 -0.0021
N -1.229 2.957 0.969 -0.3256 0.0546 0.0029
C 2.242 1.474 -6.132 -0.3995 -0.3497 -0.2015
C 0.136 0.374 -6.624 0.1375 0.2251 -0.0888
C 1.083 1.967 -8.193 -0.1024 -0.1295 0.1721
C -1.244 -3.561 0.970 0.3210 0.1541 -0.0027
C -1.655 -2.764 3.227 0.1676 0.4412 0.3508
C -0.727 1.975 -3.091 -0.0510 0.3130 -0.1168
C 2.962 -2.025 -3.492 0.2363 -0.1031 0.0709
C 4.137 1.035 6.085 -0.7891 0.2231 0.2499
C 2.238 -1.539 -4.712 -0.4229 0.0240 -0.6289
C -0.762 2.133 1.915 -0.2241 -1.1827 0.6087
C -0.389 -4.798 2.939 -0.2931 -0.2010 0.0164
C -1.555 0.444 6.240 0.2319 -0.3180 -1.5191
C 1.437 -0.258 -4.513 -0.6145 0.0316 0.2712
C 0.051 1.097 -7.821 0.2573 -0.0346 0.2296
C 3.022 -3.400 -6.188 0.0645 -0.5889 -0.2039
C -2.611 2.875 0.521 0.1572 0.0032 -0.1229
C -3.841 0.980 6.934 0.1805 0.0850 0.1519
C -1.964 1.062 8.552 -0.0153 -0.1033 -0.1849
C 1.239 0.555 -5.788 0.2898 0.0328 0.1767
C -2.545 -0.483 -3.300 -0.2165 -0.0624 -0.1831
C 2.210 -2.186 -5.884 0.1177 0.4286 0.5178
C -0.373 -0.426 -1.138 -0.1590 0.1899 -0.1956
C 2.181 2.155 -7.345 -0.1090 -0.0697 0.0810
C -0.394 3.995 0.392 -0.0046 -0.1534 0.0439
H -0.304 -3.117 0.618 -0.2058 0.0107 0.0791
H -0.821 0.964 -8.460 0.2472 0.0624 0.0703
H -0.835 2.230 -4.156 0.0075 -0.0463 0.2254
H 3.922 -1.500 -3.359 -0.2496 -0.0893 -0.0033
H -0.359 -1.524 -1.071 -0.0313 0.3034 -0.0425
H -0.890 0.868 8.606 -0.2059 0.0598 0.0759
H 4.505 1.826 6.755 0.1504 -0.2100 -0.1734
H 0.628 -4.729 2.530 -0.1899 0.1320 0.1575
H 2.618 -3.913 -7.068 0.0985 -0.0058 0.1532
H -0.522 0.290 6.591 -0.1377 0.0513 -0.1991
H -2.665 2.476 -0.503 0.0112 0.0023 0.2449
H -2.713 -0.409 -4.383 -0.0105 0.0178 0.2145
H 0.291 2.292 2.189 -0.1695 -0.0087 0.0087
H 0.577 3.988 0.895 -0.1370 0.0509 -0.1104
H -0.645 -0.334 -6.334 0.2606 0.2693 -0.0763
H -4.426 0.499 7.725 0.0339 -0.0632 -0.1416
H -0.347 -4.701 4.025 0.1351 -0.0503 -0.1211
H -2.159 2.112 8.803 0.0803 -0.1401 -0.0197
H 1.579 -1.815 -6.691 0.2661 0.1399 0.1497
H 3.182 -3.094 -3.579 -0.0046 0.2193 0.1795
H 3.072 1.609 -5.438 -0.1105 0.0441 -0.2628
H 0.239 2.373 -2.750 -0.1773 -0.0778 -0.0328
H -0.875 4.971 0.530 0.1448 -0.0932 -0.0033
H -4.084 2.050 6.962 0.0705 -0.1234 -0.1200
H 4.808 0.959 5.218 -0.3123 0.0417 -0.0054
H -4.106 0.565 5.960 0.1622 0.0647 0.1487
H -2.493 0.427 9.273 0.1243 0.0731 -0.0312
H 4.130 0.081 6.628 0.2599 0.0756 -0.1175
H -1.670 -3.046 4.290 -0.0821 -0.0320 -0.3551
H -1.071 -0.066 -0.368 0.1706 -0.1049 -0.0856
H -0.247 3.826 -0.683 -0.0242 0.0188 0.2111
H -3.318 0.110 -2.791 0.1430 -0.1627 -0.0863
H -1.525 2.495 -2.541 0.2083 -0.0798 -0.0944
H 2.015 0.361 -3.810 -0.0702 0.0553 -0.0545
H 4.068 -3.151 -6.420 -0.2352 -0.0019 0.0883
H 0.623 -0.085 -0.829 -0.2457 -0.0613 -0.0655
H 2.993 2.828 -7.622 -0.2784 -0.1080 0.0209
H -3.168 2.226 1.199 0.1184 0.1050 -0.1397
H -2.076 -2.906 0.698 0.2031 -0.0851 0.0554
H -2.673 -1.536 -3.010 0.0313 0.2530 -0.0486
H 1.027 2.504 -9.139 0.0061 -0.0938 0.2051
H -0.818 -5.766 2.656 0.0973 -0.0019 0.0642
H 2.364 -1.859 -2.584 0.1179 -0.0240 -0.2506
H -3.042 3.883 0.507 -0.0101 -0.1435 0.0852
H -1.372 -4.548 0.512 -0.0751 0.0835 0.0293
H 3.032 -4.117 -5.356 0.0296 0.1311 -0.2123
```
Forces are in eV/Å.

Properties
Relative energy (zero: lowest compared OMol25 entry of this formula, charge and spin): 0.0 kcal per mole
Net charge: -1
Spin multiplicity: 1
HOMO-LUMO gap: 7.030 eV
Molecular weight: 644.0 Da
HOMO level: -4.71 eV

Results of the Mulliken charge analysis, in e, for atoms 1 through 4: -0.6826, -0.6264, 0.5657, 0.0407